The following is a DFT calculation (ωB97M-V with the def2-TZVPD basis set) of a single C19H18N2O4 molecule.

Properties
Frontier orbital gap (eV): 9.43
2S+1: 1
Lowest unoccupied orbital energy (eV): 0.29
Relative energy (zero: lowest compared OMol25 entry of this formula, charge and spin) (kJ/mol): 17.95
E_tot (a.u.): -1145.35398

Last column: natural (NBO) charge in e.
Cartesian coordinates (Å):
O 1.06 -0.76 2.13  -0.555
O -5.47 -0.59 0.57  -0.508
O -5.22 -0.13 -1.61  -0.594
O 0.91 2.83 -0.67  -0.565
N 0.67 0.98 0.67  -0.507
N 3.76 1.69 -0.52  -0.604
C 3.14 -0.64 -1.06  0.039
C -0.69 0.69 0.39  0.143
C 1.37 2.02 0.09  0.695
C -4.75 -0.21 -0.50  0.785
C 1.92 -1.29 -1.16  -0.255
C 3.32 0.77 -1.58  -0.270
C 1.76 -2.57 -0.66  -0.185
C 2.81 0.84 1.62  -0.524
C -2.50 0.53 -1.17  -0.172
C 4.06 -2.58 0.02  -0.205
C -3.35 0.10 -0.16  -0.178
C 2.83 -3.21 -0.06  -0.208
C -1.18 0.83 -0.91  -0.163
C 2.82 1.94 0.56  -0.150
C 4.22 -1.30 -0.48  -0.248
C 1.44 0.21 1.54  0.727
C -1.53 0.27 1.41  -0.213
C -6.83 -0.90 0.31  -0.258
C -2.85 -0.03 1.14  -0.149
H -6.91 -1.72 -0.41  0.194
H 3.58 0.10 1.45  0.269
H 4.12 0.77 -2.32  0.215
H 0.80 -3.05 -0.73  0.217
H -7.26 -1.19 1.27  0.195
H 3.10 2.91 1.00  0.232
H -3.51 -0.36 1.93  0.233
H 1.08 -0.79 -1.63  0.213
H 2.71 -4.21 0.34  0.216
H -0.53 1.17 -1.70  0.226
H 4.90 -3.09 0.47  0.214
H 2.40 1.10 -2.07  0.182
H 2.95 1.24 2.63  0.246
H -7.36 -0.03 -0.09  0.194
H 4.01 2.57 -0.96  0.375
H -2.89 0.63 -2.17  0.240
H 5.17 -0.80 -0.42  0.220
H -1.16 0.17 2.42  0.238